Molecular formula: C10H30IO10
Method: DFT, ωB97M-V with the def2-TZVPD basis set

Structure (ORCA input):
```
! RIJCOSX wB97M-V def2-TZVPD def2/J DEFGRID3
* xyz 0 2
I -0.03756 -1.31582 -0.78493
O 4.03729 -3.12931 3.38535
O -2.54672 1.37904 -0.25008
O 1.07260 1.80009 0.93712
O 2.00013 -1.18864 -6.05069
O 3.19455 4.02942 2.17922
O 2.62175 -1.40025 1.42986
O 2.34220 0.09327 -3.50725
O -3.27089 -3.04869 0.23714
O -1.62651 1.65801 -3.00905
O -3.67339 -3.18601 3.09919
C 2.85470 -2.47144 3.71697
C 1.41931 0.59090 -4.52912
C -4.04407 -2.06082 0.87775
C 2.05421 3.37052 2.56830
C -3.59067 -1.94476 2.40537
C 1.99196 -2.07322 2.50491
C 1.92373 1.95296 2.06935
C -2.27337 2.61351 -0.82600
C -2.65186 2.52035 -2.38852
C 0.89227 -0.51067 -5.39269
H 4.04016 -2.91180 2.45032
H -3.83740 -1.12748 0.35405
H -2.67009 3.53913 -2.77563
H -5.09569 -2.30271 0.72379
H 1.76583 -0.29846 -2.84698
H -1.24118 2.94528 -0.71366
H 3.17169 4.84929 2.67811
H -2.89910 3.37485 -0.36024
H 3.19847 -1.62220 4.30750
H -3.10814 -3.82613 2.66063
H 1.58441 -1.64772 -6.78419
H -1.60931 0.83498 -2.51516
H 0.13989 -0.03564 -6.02228
H 1.57604 1.35316 2.91045
H 1.12668 3.88333 2.31369
H 2.36842 -3.09223 4.46946
H 1.93659 -1.30053 0.76486
H 1.55084 -3.00431 2.14913
H -2.55417 -1.69167 2.62832
H 1.13955 0.89022 0.63837
H 1.88220 1.31407 -5.20058
H -3.61778 2.02662 -2.49494
H 0.59628 1.06020 -3.99016
H 2.90137 1.47839 1.98506
H -4.23741 -1.21059 2.88582
H 0.22644 -1.24248 -4.93530
H -1.76103 0.83263 -0.32568
H 1.13616 -1.45898 2.78491
H 2.03388 3.40633 3.65753
H -2.43318 -2.69401 -0.06951
*
```

Output
Energy above the lowest of the compared OMol25 structures with the same formula, charge and spin, kJ/mol: 0.0
HOMO-LUMO gap (spin up / spin down), eV: 10.2 / 4.9
Calculated total energy, Eh: -1448.900626

***

Molecular formula: C10H30K3O14P
Method: DFT, ωB97M-V with the def2-TZVPD basis set

Structure (ORCA input):
```
! RIJCOSX wB97M-V def2-TZVPD def2/J DEFGRID3
* xyz -1 2
K 2.80277 0.29077 3.06557
K 3.57653 2.14923 -0.26319
K 3.64660 -1.59346 0.05292
P 0.70694 -0.09239 -0.02153
O -1.16239 -3.02622 -0.83474
O 0.90346 -0.34113 -1.56602
O 0.43804 2.10639 2.55131
O -0.11746 0.08633 -3.94500
O 1.57830 -3.75441 0.21049
O 0.16845 -1.44914 0.64002
O -1.97422 -2.57943 1.88851
O 2.43739 1.43209 -2.86988
O 2.05187 0.27795 0.62143
O -0.31509 1.12743 0.18885
O 0.68154 3.39217 -0.61477
O -1.56421 1.92109 -2.09932
O 0.43404 -1.59970 3.27075
O -2.37418 1.64749 1.72900
C -0.67463 2.88321 2.88043
C -1.92780 -2.08451 3.23661
C -1.17632 3.19672 -2.37294
C 0.65350 -4.71560 -0.26978
C -1.82909 1.97034 3.01859
C 0.88304 0.82477 -4.57437
C -0.55000 -2.33597 3.94435
C 2.28039 0.57487 -3.99961
C -0.34618 -4.14897 -1.33372
C -0.64201 3.88159 -1.09020
H -0.43968 3.23563 -3.17541
H 1.09869 -2.96966 0.48573
H 1.93969 0.99850 -2.17282
H -2.75011 -2.45173 3.85063
H 0.83215 0.36047 -5.55923
H 0.20775 -1.13475 2.46191
H -1.30362 -2.02126 1.48809
H 0.56847 2.45209 -0.45646
H -0.53404 -2.08252 5.00435
H -2.03711 3.71685 -2.79318
H 1.19003 -5.64596 -0.45600
H -0.57103 3.47997 3.78666
H -0.83271 3.56684 2.04630
H 2.40362 -0.42100 -3.57400
H 3.14912 0.63456 -4.65523
H -2.19617 -1.03744 3.09616
H 0.63706 1.88506 -4.63231
H 0.28853 1.80708 1.65149
H -0.18289 -3.33508 3.70961
H -0.98163 1.68393 -1.37409
H -0.52713 4.95937 -1.20550
H -1.61193 1.02493 3.51573
H 0.06562 -3.69482 -2.23499
H 0.07638 -5.04305 0.59497
H -1.48459 3.62849 -0.44669
H -0.61925 -2.54617 -0.20535
H 0.35996 -0.09094 -3.13121
H -2.66631 2.41298 3.55824
H -1.62771 1.44643 1.15983
H -1.04047 -4.86031 -1.78100
*
```

Output
HOMO-LUMO gap (spin up / spin down), eV: 3.3 / 7.5
Calculated total energy, Eh: -3593.710363

***

Molecular formula: C10H30N10O20
Method: DFT, ωB97M-V with the def2-TZVPD basis set

Structure (ORCA input):
```
! RIJCOSX wB97M-V def2-TZVPD def2/J DEFGRID3
* xyz 0 1
O 3.84332 -2.63343 -3.11673
O 0.47183 -1.31526 -1.65326
O 0.71147 -5.58839 -2.36320
O 5.50769 1.35026 3.32301
O -3.88584 -0.29741 -2.26727
O 2.67246 2.57301 -2.80672
O -1.19228 4.61346 -0.31296
O 5.16789 1.84295 1.25086
O 0.67195 3.23430 -2.36199
O -0.23171 -2.38635 1.59452
O -5.58975 -0.45531 2.62537
O 1.99386 -0.25806 -0.55251
O -2.46859 1.40911 4.15398
O -0.72964 0.38518 3.40292
O 2.67826 -1.20773 -4.23499
O 0.02100 -6.26173 -0.43588
O -2.23609 2.73230 -0.37711
O -5.29619 1.29591 1.41114
O 1.87448 -2.58029 1.20342
O -2.22362 0.23777 -3.52295
N -3.20785 -0.42373 -3.26568
N 0.93309 -2.49269 1.95356
N 0.04723 -5.47152 -1.35394
N 0.83708 -0.43539 -0.91165
N 1.84643 3.10334 -2.09327
N -1.34104 0.98840 4.26733
N 4.92574 1.22687 2.26774
N 3.53777 -1.49778 -3.43632
N -4.99448 0.18280 1.78202
N -2.06516 3.87737 -0.73074
C -0.18068 0.37975 -0.20856
C -0.82855 -4.27064 -1.24813
C 1.14972 -2.56120 3.42371
C 3.77846 0.28461 2.20002
C 2.31537 3.58787 -0.76686
C -0.64497 1.23806 5.54857
C -3.54349 -1.51239 -4.21552
C -2.98222 4.44463 -1.74935
C -3.81631 -0.43348 1.13460
C 4.34686 -0.38781 -2.87256
H 3.74356 -0.26741 3.12985
H 3.30945 4.00550 -0.87952
H -1.36355 1.66153 6.24175
H 1.77991 -3.42302 3.62171
H -0.24237 0.30779 5.93390
H 1.66615 -1.64543 3.70198
H 1.59504 4.32843 -0.43120
H -1.04324 0.45187 -0.87498
H 0.21689 1.37030 -0.05243
H -3.14435 -1.23423 -5.18234
H 3.92325 -0.32378 1.31391
H -3.77205 4.97050 -1.22085
H -3.12162 -2.43831 -3.84272
H 0.18122 -2.63439 3.89449
H -0.54788 -0.18841 0.63932
H 2.89932 0.90768 2.05858
H -3.74866 -0.09429 0.10682
H -4.62773 -1.57789 -4.26623
H 5.15773 -0.79721 -2.28516
H -2.88841 -0.12945 1.61903
H -3.43190 3.61178 -2.28434
H -0.76327 -3.91985 -0.22744
H -0.46147 -3.54808 -1.96541
H 3.72982 0.25326 -2.25247
H 2.36544 2.73739 -0.09414
H -2.40532 5.06330 -2.42269
H 4.70460 0.17115 -3.73240
H 0.14626 1.96608 5.38981
H -3.90442 -1.51208 1.21785
H -1.82587 -4.59010 -1.53929
*
```

Output
SMILES: C[N+](=O)[O-].C[N+](=O)[O-].C[N+](=O)[O-].C[N+](=O)[O-].C[N+](=O)[O-].C[N+](=O)[O-].C[N+](=O)[O-].C[N+](=O)[O-].C[N+](=O)[O-].C[N+](=O)[O-]
Energy above the lowest of the compared OMol25 structures with the same formula, charge and spin, kJ/mol: 56.8
HOMO-LUMO gap, eV: 10.0
Calculated total energy, Eh: -2450.428344

***

Molecular formula: C10H30O10
Method: DFT, ωB97M-V with the def2-TZVPD basis set

Structure (ORCA input):
```
! RIJCOSX wB97M-V def2-TZVPD def2/J DEFGRID3
* xyz -1 2
O -0.19234 0.34335 3.14374
O 0.78991 3.93673 2.68175
O 1.18798 -1.00331 -4.30168
O -4.79038 -2.61801 0.44840
O 0.50945 -0.45199 6.32215
O 3.04082 -3.58957 -6.42388
O -0.02634 -1.84582 -1.90079
O -2.73653 -1.17164 -1.13537
O 1.48878 0.15978 0.74236
O -0.81571 3.34775 0.17699
C -0.12179 4.57360 0.38882
C 0.98778 0.45634 5.35824
C 0.91013 -0.12765 3.88649
C 0.98038 -0.01930 -0.48250
C -4.44870 -1.25987 0.71709
C 0.18414 4.99176 1.87033
C -2.99007 -0.99277 0.29125
C 2.52103 -2.29710 -6.04973
C 1.63223 -2.28572 -4.71294
C 0.67621 -1.49879 -0.70587
H 0.25442 3.13998 2.67497
H 2.41244 0.22552 0.48913
H 1.59979 -2.07484 -0.76299
H -0.70368 5.39404 2.35824
H -0.12031 -2.79930 -1.84044
H 3.40117 -1.70210 -5.80595
H 0.03664 -1.86611 0.09671
H 0.45584 1.40221 5.46060
H 1.99354 0.56517 5.76409
H 2.18378 -2.87607 -3.98124
H -0.85267 5.28660 0.00731
H -1.16475 3.25654 -0.71265
H 3.87583 -3.77535 -5.98816
H 1.94528 -1.94699 -6.90648
H 0.72917 -2.87405 -4.87558
H 0.80211 5.88653 1.94525
H 0.83254 -1.20761 -3.43363
H 0.17301 0.67027 -0.72895
H -0.39999 -0.74494 6.22887
H -1.84551 -0.87558 -1.33544
H -2.66928 0.01478 0.55586
H -4.48809 -1.00975 1.77728
H -5.07387 -0.57685 0.14200
H 1.78426 0.28713 -1.15182
H -2.34489 -1.67042 0.85038
H 0.85474 4.58470 -0.09530
H 0.74810 -1.20553 3.89253
H -5.04383 -2.63295 -0.47741
H 0.05159 0.28592 2.21702
H 1.78568 0.19137 3.32103
*
```

Output
Energy above the lowest of the compared OMol25 structures with the same formula, charge and spin, kJ/mol: 25.5
HOMO-LUMO gap (spin up / spin down), eV: 2.3 / 10.1
Calculated total energy, Eh: -1151.224767

***

Which of these has the highest calculated total energy? C10H30O10